1.
Below is a 7-piece molecular cluster, C55H93F2N2O10Si overall at a distorted geometry, with properties calculated with ωB97M-V with the def2-TZVPD basis set.

Calculated values
* HOMO-LUMO gap: 0.262 hartree

```
! RIJCOSX wB97M-V def2-TZVPD def2/J DEFGRID3
* xyz 1 1
C 2.29 3.50 3.13
C 1.26 3.18 2.03
C 1.79 2.59 0.70
C 3.00 1.65 0.88
F 2.76 0.81 1.93
F 4.06 2.44 1.25
C 3.44 0.81 -0.32
C 4.84 0.19 -0.09
Si 5.03 -1.45 -0.99
C 6.54 -2.30 -0.26
C 3.54 -2.57 -0.66
C 5.32 -1.21 -2.83
C 6.56 -0.73 -3.25
C 6.82 -0.54 -4.60
C 5.86 -0.85 -5.55
C 4.63 -1.33 -5.14
C 4.36 -1.51 -3.79
C 2.20 3.63 -0.40
C 2.00 5.15 -0.16
C 0.80 5.81 -0.89
C 1.24 6.67 -2.08
O 0.25 7.64 -2.35
N 1.59 3.10 -1.63
C 0.76 2.16 -1.44
C 0.53 1.90 0.02
C -0.77 2.71 0.24
O -1.61 2.49 -0.88
N -2.88 3.15 -0.65
O -3.50 3.14 -1.61
C 0.35 0.35 0.21
C -0.98 -0.19 0.73
C -0.72 -1.53 1.46
O -1.80 -0.38 -0.40
C -3.15 -0.71 -0.07
C -3.98 -0.61 -1.32
C -3.71 -1.41 -2.42
C -4.48 -1.34 -3.55
C -5.56 -0.47 -3.62
C -5.83 0.33 -2.53
C -5.04 0.25 -1.39
H 2.66 2.61 3.63
H 3.13 4.04 2.69
H 1.85 4.17 3.86
H 0.73 4.11 1.85
H 0.57 2.44 2.44
H 2.74 -0.01 -0.45
H 3.51 1.43 -1.21
H 5.61 0.88 -0.45
H 5.01 0.00 0.97
H 6.69 -3.29 -0.68
H 6.40 -2.37 0.82
H 7.42 -1.68 -0.43
H 2.73 -2.46 -1.38
H 3.16 -2.40 0.35
H 3.91 -3.59 -0.69
H 7.32 -0.50 -2.51
H 7.79 -0.15 -4.91
H 6.08 -0.72 -6.60
H 3.87 -1.55 -5.87
H 3.39 -1.89 -3.48
H 3.27 3.54 -0.58
H 1.97 5.36 0.90
H 2.90 5.64 -0.54
H 0.29 6.47 -0.19
H 0.09 5.07 -1.26
H 1.41 6.03 -2.95
H 2.17 7.19 -1.85
H -0.05 7.55 -3.26
H 1.86 3.41 -2.56
H 0.25 1.63 -2.24
H -1.26 2.48 1.18
H -0.52 3.77 0.26
H 0.49 -0.15 -0.75
H 1.13 -0.04 0.86
H -1.45 0.47 1.47
H -0.59 -2.31 0.71
H 0.15 -1.47 2.11
H -1.59 -1.80 2.07
H -3.22 -1.74 0.30
H -3.53 0.00 0.66
H -2.88 -2.12 -2.41
H -4.26 -1.95 -4.41
H -6.15 -0.40 -4.52
H -6.66 1.02 -2.58
H -5.30 0.89 -0.55
C 1.63 -3.52 5.56
C 1.75 -2.28 6.44
C 1.48 -1.17 5.44
O 0.58 -1.71 4.47
C 0.49 -3.13 4.63
H 1.42 -4.44 6.12
H 2.55 -3.68 5.00
H 0.98 -2.29 7.22
H 2.72 -2.18 6.93
H 2.40 -0.86 4.93
H 1.03 -0.29 5.90
H -0.48 -3.37 5.07
H 0.56 -3.60 3.65
C 5.38 5.08 6.29
C 4.49 6.03 7.08
C 3.11 5.42 6.86
O 3.31 4.01 6.71
C 4.71 3.74 6.55
H 6.42 5.09 6.60
H 5.34 5.32 5.22
H 4.75 5.99 8.14
H 4.55 7.07 6.75
H 2.65 5.81 5.94
H 2.42 5.60 7.68
H 5.08 3.28 7.47
H 4.83 3.03 5.74
C -7.93 -3.63 -0.24
C -7.20 -4.34 0.89
C -5.81 -4.53 0.30
O -5.60 -3.41 -0.58
C -6.84 -2.73 -0.80
H -8.81 -3.07 0.09
H -8.24 -4.35 -1.00
H -7.15 -3.69 1.77
H -7.65 -5.28 1.19
H -5.73 -5.45 -0.28
H -5.02 -4.53 1.05
H -6.78 -1.77 -0.27
H -6.95 -2.52 -1.87
C -2.29 -8.70 -0.90
C -3.61 -9.31 -1.35
C -4.57 -8.78 -0.28
O -4.05 -7.51 0.12
C -2.73 -7.34 -0.39
H -1.55 -8.63 -1.70
H -1.86 -9.29 -0.09
H -3.89 -8.92 -2.33
H -3.60 -10.40 -1.41
H -4.59 -9.45 0.59
H -5.59 -8.65 -0.65
H -2.77 -6.60 -1.20
H -2.09 -6.95 0.40
C 3.68 1.40 -9.13
C 2.81 0.36 -9.83
C 2.74 -0.75 -8.80
O 2.82 -0.10 -7.52
C 3.21 1.26 -7.69
H 3.56 2.41 -9.51
H 4.73 1.12 -9.21
H 1.81 0.77 -10.01
H 3.21 0.03 -10.79
H 3.59 -1.43 -8.90
H 1.82 -1.33 -8.84
H 2.34 1.90 -7.49
H 3.99 1.50 -6.96
C -7.36 2.45 3.18
C -6.04 2.69 3.92
C -5.20 1.53 3.42
O -5.64 1.25 2.09
C -6.87 1.94 1.83
H -7.98 3.34 3.09
H -7.94 1.68 3.69
H -5.61 3.64 3.60
H -6.15 2.71 5.00
H -5.34 0.64 4.04
H -4.13 1.76 3.39
H -6.67 2.77 1.14
H -7.57 1.25 1.35
*
```

These are the Löwdin partial charges, in e, on atoms 1 to 4:
1 C -0.061
2 C -0.149
3 C -0.187
4 C -0.458


2.
Below is a 12-piece molecular cluster, C56H102F12N18O2P2 overall at a distorted geometry, with properties calculated with ωB97M-V with the def2-TZVPD basis set.

Calculated values
* energy relative to the best compared isomer or geometry (same formula, charge and spin): 55.1 kcal/mol
* HOMO-LUMO gap: 0.225 hartree

```
! RIJCOSX wB97M-V def2-TZVPD def2/J DEFGRID3
* xyz 6 1
C 22.46 -28.53 9.19
C 23.01 -27.73 10.37
N 23.30 -26.37 10.06
C 24.58 -25.99 9.54
C 24.52 -24.62 9.52
N 23.24 -24.16 9.69
C 22.46 -25.28 10.02
C 22.80 -22.85 9.45
H 23.32 -28.71 8.55
H 21.68 -27.99 8.65
H 21.99 -29.49 9.40
H 23.85 -28.16 10.92
H 22.24 -27.71 11.13
H 25.37 -26.73 9.60
H 25.31 -23.90 9.33
H 21.41 -25.21 10.24
H 21.87 -22.91 8.88
H 23.51 -22.25 8.88
H 22.77 -22.43 10.46
C 30.68 -26.13 6.45
C 31.69 -27.22 6.32
N 32.27 -27.51 7.56
C 33.28 -26.79 8.19
C 33.52 -27.40 9.40
N 32.58 -28.37 9.71
C 31.82 -28.46 8.52
C 32.50 -28.97 11.00
H 30.94 -25.11 6.74
H 29.90 -26.48 7.12
H 30.26 -26.07 5.45
H 32.48 -27.03 5.59
H 31.33 -28.22 6.11
H 33.73 -25.93 7.73
H 34.20 -27.14 10.20
H 30.98 -29.13 8.39
H 32.70 -28.26 11.81
H 33.26 -29.74 11.12
H 31.55 -29.47 11.15
C 25.92 -25.23 1.39
C 25.48 -26.41 2.23
N 26.58 -27.30 2.60
C 27.57 -27.15 3.54
C 28.28 -28.34 3.54
N 27.77 -29.22 2.60
C 26.83 -28.43 1.86
C 28.00 -30.57 2.48
H 26.77 -24.68 1.79
H 25.08 -24.53 1.34
H 26.14 -25.45 0.34
H 24.74 -26.92 1.62
H 24.96 -25.95 3.07
H 27.66 -26.24 4.13
H 28.90 -28.75 4.32
H 26.10 -28.78 1.15
H 28.25 -31.15 3.37
H 28.71 -30.66 1.66
H 27.09 -31.00 2.08
C 19.85 -30.53 4.87
C 20.74 -30.00 3.74
N 22.02 -29.56 4.23
C 23.27 -29.86 3.75
C 24.16 -29.20 4.58
N 23.40 -28.27 5.33
C 22.10 -28.57 5.18
C 23.98 -27.34 6.18
H 19.89 -29.84 5.72
H 20.34 -31.34 5.41
H 18.86 -30.74 4.47
H 20.20 -29.18 3.27
H 20.92 -30.60 2.84
H 23.36 -30.62 2.99
H 25.23 -29.22 4.73
H 21.23 -28.00 5.49
H 23.19 -26.81 6.72
H 24.59 -26.73 5.53
H 24.71 -27.82 6.83
C 32.01 -25.66 -0.04
C 31.44 -26.16 1.29
N 30.78 -25.08 2.00
C 29.54 -24.54 1.69
C 29.30 -23.35 2.45
N 30.39 -23.21 3.30
C 31.28 -24.25 3.06
C 30.51 -22.23 4.37
H 31.40 -25.71 -0.95
H 32.73 -26.40 -0.39
H 32.59 -24.74 0.00
H 32.22 -26.50 1.96
H 30.71 -26.96 1.09
H 29.00 -24.97 0.86
H 28.44 -22.71 2.52
H 32.23 -24.31 3.55
H 29.53 -22.21 4.85
H 30.78 -21.27 3.94
H 31.19 -22.53 5.17
C 30.42 -25.55 10.72
C 29.02 -25.19 10.22
N 28.06 -25.56 11.28
C 27.68 -26.82 11.70
C 26.65 -26.65 12.66
N 26.18 -25.36 12.51
C 27.16 -24.70 11.87
C 25.07 -24.68 13.22
H 31.06 -25.52 9.84
H 30.60 -26.55 11.12
H 30.77 -24.96 11.56
H 28.72 -25.79 9.36
H 28.93 -24.12 10.02
H 28.30 -27.69 11.51
H 26.24 -27.35 13.38
H 27.21 -23.63 11.69
H 25.54 -23.76 13.56
H 24.61 -25.34 13.96
H 24.43 -24.34 12.41
C 17.52 -23.89 4.22
C 17.82 -23.40 5.70
N 19.06 -22.76 5.81
C 19.35 -21.42 5.59
C 20.74 -21.31 5.66
N 21.33 -22.55 5.82
C 20.32 -23.45 5.90
C 22.70 -22.85 5.77
H 17.26 -23.05 3.59
H 16.77 -24.67 4.09
H 18.47 -24.25 3.81
H 17.92 -24.31 6.30
H 17.02 -22.87 6.21
H 18.59 -20.67 5.41
H 21.39 -20.46 5.48
H 20.43 -24.52 5.83
H 22.85 -23.93 5.82
H 23.09 -22.45 6.70
H 23.29 -22.51 4.91
C 23.40 -21.80 0.94
C 23.76 -20.36 1.33
N 24.14 -20.29 2.70
C 25.12 -21.09 3.34
C 25.30 -20.59 4.64
N 24.55 -19.44 4.76
C 23.86 -19.26 3.60
C 24.47 -18.48 5.93
H 22.48 -22.04 1.46
H 24.20 -22.51 1.18
H 23.25 -21.83 -0.14
H 22.91 -19.73 1.04
H 24.57 -19.96 0.72
H 25.47 -21.89 2.70
H 26.06 -20.75 5.39
H 23.30 -18.36 3.41
H 24.01 -17.56 5.58
H 25.47 -18.20 6.24
H 23.73 -18.93 6.59
C 30.99 -20.66 7.96
C 29.66 -21.03 8.79
N 29.22 -19.82 9.69
C 29.28 -18.55 9.26
C 28.85 -17.72 10.27
N 28.66 -18.57 11.40
C 28.88 -19.90 11.03
C 28.48 -18.20 12.74
H 30.96 -19.66 7.53
H 31.24 -21.47 7.28
H 31.89 -20.74 8.57
H 29.58 -21.98 9.32
H 28.90 -21.16 8.03
H 29.61 -18.31 8.26
H 28.69 -16.65 10.35
H 28.73 -20.75 11.67
H 28.47 -17.12 12.91
H 29.26 -18.47 13.44
H 27.47 -18.54 12.97
C 25.67 -20.58 9.15
C 25.56 -20.70 10.69
O 25.42 -19.64 11.33
O 25.50 -21.84 11.18
H 24.64 -20.51 8.80
H 26.25 -21.45 8.84
H 26.27 -19.69 8.98
P 27.82 -29.24 7.57
F 28.75 -28.74 8.79
F 26.41 -28.73 8.29
F 27.61 -27.82 6.72
F 26.94 -29.93 6.35
F 29.16 -29.62 6.77
F 27.85 -30.69 8.32
P 26.78 -23.80 6.44
F 28.32 -24.21 6.07
F 27.00 -22.27 6.27
F 26.52 -23.68 4.81
F 25.28 -23.29 6.85
F 26.29 -25.39 6.45
F 27.14 -23.78 8.06
*
```

These are the Löwdin partial charges, in e, on atoms 1 to 4:
1 C -0.045
2 C -0.187
3 N -0.054
4 C 0.033


Number 1: calculated total energy -95300.776 eV. Number 2: calculated total energy -141779.151 eV.